(1)
{
  "formula": "C5H4ClN4O3",
  "method": "wB97M-V/def2-TZVPD",
  "energy_ev": -29871.8207,
  "homo_lumo_gap_ev": 4.6,
  "charge": -1,
  "elements": ["Cl", "C", "O", "C", "N", "C", "N", "O", "N", "O", "C", "C", "N", "H", "H", "H", "H"],
  "positions_angstrom": [[1.0108, -0.3747, -0.2242], [2.5361, 2.0546, 4.7796], [1.2403, 2.4285, 5.3520], [0.3019, 1.5128, 5.1118], [-0.8275, 1.7336, 5.7774], [-1.8275, 0.9503, 5.4601], [-3.1080, 1.0528, 5.9142], [-3.6689, -0.1557, 5.3730], [-2.6911, -0.8734, 4.5682], [-2.9754, -1.9492, 4.0688], [-1.5531, -0.1277, 4.5234], [-0.3303, -0.2747, 3.8494], [0.6281, 0.5599, 4.2386], [3.2259, 2.8465, 5.0901], [2.8207, 1.0712, 5.1963], [2.4461, 1.9913, 3.6824], [-0.0506, -1.1573, 3.3028]],
  "mulliken_charge": [-0.973, -0.648, -0.378, 0.608, -0.552, 0.715, -0.537, -0.200, 0.744, -0.628, 0.559, -0.587, -0.395, 0.223, 0.301, 0.333, 0.416]
}

(2)
{
  "formula": "C4H7BN2O",
  "method": "wB97M-V/def2-TZVPD",
  "energy_ev": -9964.0359,
  "homo_lumo_gap_ev": 8.9,
  "relative_energy_kcal_mol": 48.06,
  "elements": ["B", "C", "C", "C", "C", "N", "N", "O", "H", "H", "H", "H", "H", "H", "H"],
  "positions_angstrom": [[-0.2858, -0.7052, 0.0948], [1.6636, 0.9109, 0.2255], [2.1883, -1.1092, -0.3731], [1.0946, -0.3103, -0.0502], [-1.8647, 0.8366, -0.1075], [3.0070, 0.9176, 0.1623], [3.2744, -0.3150, -0.1458], [-0.7039, -1.8505, 0.5931], [1.1548, 1.7866, 0.3972], [2.2674, -2.1560, -0.3239], [-1.6653, 1.1742, -1.1615], [-1.4697, 1.5802, 0.7704], [-2.7816, 0.3278, 0.0455], [4.2485, -0.5097, -0.2638], [-1.6026, -2.0215, 0.9602]],
  "mulliken_charge": [0.349, -0.514, -0.635, 0.673, -1.020, -0.779, 0.285, -0.580, 0.496, 0.412, 0.245, 0.212, 0.318, 0.202, 0.335]
}

(3)
{
  "formula": "C42H50FI2MoN10O4PSeSi",
  "method": "wB97M-V/def2-TZVPD",
  "energy_ev": -170746.7203,
  "spin_multiplicity": 3,
  "homo_lumo_gap_ev": [5.0, 4.9],
  "relative_energy_kcal_mol": 51.57,
  "elements": ["Mo", "I", "C", "C", "C", "I", "C", "C", "C", "C", "N", "C", "C", "O", "H", "H", "H", "H", "C", "C", "C", "C", "C", "C", "C", "F", "C", "C", "C", "O", "C", "C", "N", "C", "C", "O", "O", "H", "H", "H", "H", "H", "H", "H", "H", "H", "H", "H", "N", "C", "C", "C", "N", "C", "N", "C", "Si", "C", "C", "Se", "H", "H", "H", "H", "H", "H", "H", "H", "H", "C", "C", "N", "C", "C", "C", "C", "N", "H", "H", "H", "H", "H", "H", "H", "H", "H", "H", "H", "H", "H", "H", "C", "N", "C", "N", "C", "N", "C", "P", "C", "C", "H", "H", "H", "H", "H", "H", "H", "H", "H", "H", "H", "H"],
  "positions_angstrom": [[-1.2720, -0.1768, -0.0529], [-4.3380, -4.0538, 1.2570], [-4.1974, -3.0735, -0.5889], [-5.0151, -3.4060, -1.6759], [-4.9480, -2.6879, -2.8435], [-6.2438, -3.2225, -4.4085], [-4.0553, -1.6028, -2.9984], [-3.9484, -0.7272, -4.1068], [-3.0969, 0.3395, -4.0353], [-2.2987, 0.5425, -2.9001], [-2.3100, -0.3006, -1.8783], [-3.2037, -1.3341, -1.9133], [-3.2792, -2.0499, -0.6920], [-2.4880, -1.6285, 0.2788], [-5.7135, -4.2250, -1.5834], [-4.5599, -0.8881, -4.9836], [-3.0306, 1.0478, -4.8485], [-1.6891, 1.4258, -2.7930], [6.0080, 1.4350, 0.4231], [5.5030, 1.2488, -1.0088], [6.0020, 2.3206, -1.9693], [5.4845, 3.6904, -1.5481], [3.9939, 3.6471, -1.3309], [3.2600, 4.8168, -1.3738], [1.8862, 4.7874, -1.1796], [1.2084, 5.9421, -1.2101], [1.2135, 3.6145, -0.9667], [1.9338, 2.4189, -0.9316], [1.2504, 1.1711, -0.7200], [-0.0116, 1.1336, -0.4928], [2.0435, 0.0004, -0.6198], [3.3970, 0.0921, -0.7746], [4.0356, 1.2415, -1.0084], [3.3317, 2.4321, -1.0959], [1.4561, -1.3582, -0.3977], [2.1834, -2.2947, -0.1281], [0.1565, -1.4389, -0.5085], [7.0933, 1.5308, 0.4253], [5.7341, 0.5729, 1.0312], [5.5728, 2.3233, 0.8807], [5.8271, 0.2717, -1.3701], [5.6315, 2.0893, -2.9705], [7.0912, 2.3048, -1.9926], [5.7117, 4.4311, -2.3150], [5.9811, 4.0140, -0.6291], [3.7592, 5.7600, -1.5523], [0.1421, 3.5977, -0.8238], [3.9951, -0.8066, -0.7011], [-2.6160, 1.1393, 0.3260], [-3.5090, 1.9033, 0.4018], [-4.5193, 2.7863, 0.5419], [-5.4708, 2.9756, -0.4955], [-6.2411, 3.1347, -1.3358], [-4.6241, 3.5667, 1.7229], [-4.7067, 4.1976, 2.6823], [-0.2423, 1.7603, -6.6910], [0.5209, 2.3187, -5.0465], [2.2321, 3.0891, -5.3158], [-0.6002, 3.6552, -4.2920], [0.7653, 0.5469, -3.6447], [-0.7677, 2.5834, -7.1817], [-0.9554, 0.9524, -6.5281], [0.5252, 1.3938, -7.3734], [2.1908, 3.8974, -6.0514], [2.9438, 2.3433, -5.6697], [2.6098, 3.5009, -4.3774], [-0.6555, 4.5207, -4.9566], [-0.2048, 3.9985, -3.3351], [-1.6192, 3.2975, -4.1323], [-0.8332, -5.0922, -0.0153], [0.3561, -4.9578, 0.9329], [-0.0286, -4.8836, 2.3419], [0.1099, -6.1162, 3.1073], [-1.0633, -7.0818, 2.9316], [-0.5051, -3.7332, 2.8819], [-0.9151, -3.7815, 4.3308], [-0.6217, -2.6042, 2.2599], [-0.4735, -5.1972, -1.0392], [-1.4649, -4.2061, 0.0359], [-1.4421, -5.9608, 0.2326], [0.9483, -4.0854, 0.6645], [1.0098, -5.8238, 0.8240], [0.2370, -5.8817, 4.1616], [1.0280, -6.6053, 2.7760], [-2.0144, -6.5645, 3.0611], [-0.9956, -7.8834, 3.6679], [-1.0526, -7.5366, 1.9420], [-0.0513, -3.9483, 4.9762], [-1.6356, -4.5806, 4.5048], [-1.3789, -2.8391, 4.5985], [-0.3557, -2.6695, 1.2827], [-0.5540, 0.1190, 5.4457], [-1.6942, 0.6710, 4.7288], [-1.4618, 2.0919, 4.4864], [-0.2070, 2.3455, 3.7878], [0.8903, 1.7704, 4.5463], [0.7231, 0.3402, 4.7715], [0.8571, -0.4378, 3.5567], [-0.5289, -0.0899, 2.3319], [-1.9746, -0.0577, 3.5021], [-0.2484, 1.7972, 2.4390], [-0.7008, -0.9522, 5.5890], [-0.5030, 0.5980, 6.4263], [-1.4270, 2.6028, 5.4515], [-2.2910, 2.4990, 3.9041], [0.9425, 2.2715, 5.5161], [1.8265, 1.9435, 4.0095], [0.8579, -1.4955, 3.8049], [1.8096, -0.1976, 3.0739], [-2.2646, -1.0827, 3.7319], [-2.8094, 0.4201, 2.9821], [-1.0425, 2.3095, 1.8899], [0.6995, 2.0368, 1.9426]],
  "mulliken_charge": [-0.688, 0.050, 0.008, -0.278, -0.190, 0.065, 1.146, -1.105, -0.908, -0.560, 0.447, -0.454, -0.404, -0.116, 0.387, 0.229, 0.550, 0.760, -1.379, -0.308, -1.151, -1.493, 1.196, -0.627, -0.213, -0.406, -1.070, 1.723, -0.306, -0.202, 0.345, -0.160, 0.260, -0.728, -0.265, -0.820, -0.295, 0.405, 0.392, 0.347, 0.557, 0.381, 0.459, 0.505, 0.381, 0.525, 0.883, 0.696, -0.895, 1.509, 0.004, -0.286, -0.486, -0.019, -0.510, -1.175, 0.613, -0.954, -1.029, -0.444, 0.382, 0.272, 0.337, 0.381, 0.280, 0.073, 0.469, 0.163, 0.252, -0.164, -1.020, 0.337, -0.798, -1.046, 0.891, -1.753, 0.415, 0.403, -0.433, 0.335, 0.316, 0.471, 0.449, 0.420, 0.209, 0.418, 0.305, 0.391, 0.511, 0.022, -0.797, -0.960, 0.249, -0.998, 0.236, -0.983, 0.212, -1.371, 5.049, -1.474, -1.671, 0.393, 0.296, 0.292, 0.483, 0.316, 0.398, 0.353, 0.335, 0.312, 0.314, 0.522, 0.308]
}